1.
Below is C52H52Br3F3Li2N9O6 as an isolated structure in a non-equilibrium geometry, with properties calculated with wB97M-V/def2-TZVPD.

Max |F| in eV/A: 1.82
Kohn-Sham gap in Eh: 0.293
Lowest unoccupied orbital energy in eV: -3.492
Highest occupied orbital energy in eV: -11.46
ΔE to the lowest compared entry with this formula, charge and spin in kJ/mol: 276.77
Total charge: +1

Atoms and positions in Å:
Li  -1.2489  1.1396  -1.3762
Li  -1.6634  3.1055  0.9794
C  0.4692  0.6246  0.3527
O  -0.2098  -0.4848  -0.2545
O  -0.4025  1.6387  0.4662
C  1.1742  0.2384  1.6523
F  0.3654  0.2876  2.7241
F  1.6790  -1.0006  1.5826
F  2.1902  1.0791  1.8895
C  -1.0463  -1.2784  0.6157
C  -2.0743  -1.8337  -0.3530
H  -2.7501  -0.9891  -0.5314
H  -1.6116  -2.1607  -1.2815
H  -2.6632  -2.6756  0.0077
H  -1.4803  -0.7507  1.4659
H  -0.4548  -2.0797  1.0593
H  1.2522  0.8838  -0.3818
C  2.0225  -4.6247  0.8079
Br  3.5604  -4.8659  -0.3229
Br  1.7466  -6.1347  1.9655
Br  0.4671  -4.2281  -0.2400
H  2.2394  -3.8008  1.4745
C  2.6183  2.8836  -3.1266
C  3.2498  3.5049  -4.1922
C  3.1889  4.8810  -4.3582
C  2.4236  5.6178  -3.4766
C  1.7723  5.0182  -2.4194
C  1.8626  3.6491  -2.2445
N  2.4119  7.0884  -3.5624
O  3.0462  7.5880  -4.4709
O  1.7770  7.7004  -2.7292
H  2.7478  1.8325  -2.9040
H  3.8481  2.9573  -4.9111
H  3.7474  5.3611  -5.1474
H  1.1976  5.5917  -1.7052
H  1.3305  3.1394  -1.4491
C  -5.7431  -3.5300  2.2378
C  -7.0296  -3.9979  2.4209
C  -8.0042  -3.7190  1.4705
C  -7.7259  -2.8732  0.4179
C  -6.4722  -2.3251  0.2768
C  -5.4678  -2.7203  1.1359
N  -8.7739  -2.4853  -0.5286
O  -9.9148  -2.8226  -0.2648
O  -8.4372  -1.8513  -1.5103
H  -5.0072  -3.6896  3.0157
H  -7.3293  -4.5818  3.2800
H  -9.0116  -4.0886  1.6129
H  -6.2263  -1.7585  -0.6115
H  -4.4243  -2.4589  1.0204
N  4.3526  -2.1941  -3.5746
C  5.4482  -1.4737  -3.3731
C  5.5268  -0.4545  -2.4400
C  4.3794  -0.1088  -1.7412
C  3.2221  -0.8293  -1.9657
C  3.2592  -1.8352  -2.9250
H  6.3188  -1.8286  -3.9134
H  6.4530  0.0702  -2.2464
H  4.4094  0.6562  -0.9737
H  2.3592  -0.6696  -1.3299
H  2.3693  -2.4522  -3.0405
N  -2.8269  -2.6799  4.2305
C  -2.1349  -3.1977  3.2133
C  -1.2626  -4.2559  3.3151
C  -1.0077  -4.7560  4.5854
C  -1.6938  -4.2141  5.6643
C  -2.5895  -3.1827  5.4372
H  -2.5440  -2.9403  2.2362
H  -0.7687  -4.7220  2.4754
H  -0.2754  -5.5339  4.7616
H  -1.5866  -4.7034  6.6242
H  -3.0754  -2.6947  6.2764
N  3.4828  5.5466  1.1670
C  3.2321  4.2411  1.1210
C  4.0278  3.3411  0.4388
C  5.1111  3.8087  -0.2932
C  5.3349  5.1719  -0.2999
C  4.4657  5.9994  0.4050
H  2.3548  3.9119  1.6700
H  3.8570  2.2714  0.4657
H  5.7545  3.1238  -0.8297
H  6.1734  5.5976  -0.8362
H  4.6445  7.0692  0.3925
N  -1.4466  3.5603  2.9227
C  -0.4567  3.0926  3.6741
C  -0.4619  3.1652  5.0465
C  -1.5248  3.8047  5.6717
C  -2.5276  4.3524  4.9022
C  -2.4670  4.1978  3.5391
H  0.4383  2.7513  3.1667
H  0.3402  2.8108  5.6772
H  -1.5518  3.8484  6.7521
H  -3.3143  4.9461  5.3478
H  -3.2562  4.5117  2.8663
N  2.4919  -4.0582  4.9050
C  1.8685  -2.8766  5.0092
C  2.4595  -1.6690  4.6527
C  3.7322  -1.7109  4.1093
C  4.3822  -2.9341  3.9621
C  3.7099  -4.0711  4.3737
H  0.9646  -2.9283  5.6081
H  1.8732  -0.7590  4.6263
H  4.2470  -0.7953  3.8395
H  5.3657  -2.9243  3.5146
H  4.1373  -5.0520  4.1888
N  -0.2140  1.1344  -3.0740
C  0.2932  0.0671  -3.7015
C  0.5974  0.0433  -5.0463
C  0.2124  1.1281  -5.8178
C  -0.4487  2.1851  -5.2165
C  -0.6438  2.1474  -3.8471
H  0.5617  -0.7445  -3.0338
H  1.1891  -0.7691  -5.4441
H  0.4033  1.1783  -6.8828
H  -0.7702  3.0664  -5.7547
H  -1.1243  2.9670  -3.3200
N  -3.8206  -0.3484  -3.8505
C  -3.5316  -1.5388  -3.3410
C  -2.8987  -2.5526  -4.0496
C  -2.3394  -2.2381  -5.2717
C  -2.6300  -0.9986  -5.8090
C  -3.3404  -0.0760  -5.0543
H  -3.9286  -1.7177  -2.3487
H  -2.8779  -3.5249  -3.5728
H  -1.8300  -2.9443  -5.9163
H  -2.2885  -0.7061  -6.7937
H  -3.5606  0.8952  -5.4853

2.
Below is C52H52ClEuN5OPS as an isolated structure in a non-equilibrium geometry, with properties calculated with wB97M-V/def2-TZVPD.

Max |F| in eV/A: 3.18
Kohn-Sham gap (spin up / spin down) in Eh: 0.255 / 0.261
2S+1: 8
Lowest unoccupied orbital energy (spin up / spin down) in eV: -1.865 / -1.858
Highest occupied orbital energy (spin up / spin down) in eV: -8.80 / -8.95
ΔE to the lowest compared entry with this formula, charge and spin in kJ/mol: 203.09
Total charge: +1

Atoms and positions in Å:
Eu  -9.4644  -17.6589  10.7407
C  -11.5022  -19.6593  8.3062
N  -10.6626  -19.9956  9.4514
C  -9.4979  -20.8283  9.0188
C  -8.3206  -20.9874  9.9457
C  -7.2549  -21.7775  9.6518
C  -6.1805  -21.9337  10.4916
C  -6.2487  -21.2597  11.7124
C  -7.3102  -20.4035  11.9298
N  -8.3216  -20.2635  11.0702
C  -11.4143  -20.6199  10.5445
C  -12.4352  -19.6907  11.1247
C  -13.7492  -20.1518  11.3477
C  -14.6801  -19.2820  11.9017
C  -14.2456  -17.9719  12.2068
C  -12.9966  -17.6175  11.8944
N  -12.0911  -18.4265  11.3428
C  -10.9955  -18.5185  7.5134
C  -11.7238  -18.1980  6.3700
C  -11.5127  -16.9682  5.7331
C  -10.5522  -16.1334  6.2832
C  -9.9007  -16.4650  7.4246
N  -10.1060  -17.6259  8.0445
H  -11.7758  -20.5206  7.6717
H  -12.4992  -19.4527  8.7024
H  -9.8185  -21.8704  8.7594
H  -9.1692  -20.4952  8.0571
H  -7.4058  -22.3692  8.7607
H  -5.3495  -22.5644  10.2365
H  -5.5274  -21.2873  12.5408
H  -7.4954  -19.8978  12.8622
H  -11.9174  -21.5073  10.1609
H  -10.6874  -21.0026  11.2357
H  -13.8928  -21.1979  11.1530
H  -15.6861  -19.5825  12.1022
H  -14.8804  -17.1941  12.6551
H  -12.6515  -16.6072  12.1543
H  -12.3741  -18.9896  5.9942
H  -11.9432  -16.6214  4.8086
H  -10.4152  -15.2079  5.7852
H  -9.0375  -15.8972  7.7735
Cl  -13.1756  -16.4380  8.7945
C  -13.6012  -15.0007  7.8610
C  -14.5655  -15.0943  6.8447
C  -14.8475  -13.9675  6.1014
C  -14.1702  -12.7820  6.3297
C  -13.1753  -12.7205  7.3269
C  -12.8813  -13.8368  8.1297
P  -11.5237  -13.7885  9.3765
C  -11.9491  -12.3433  10.4558
C  -13.1517  -12.3927  11.1562
C  -13.4848  -11.4656  12.1297
C  -12.5264  -10.5875  12.5973
C  -11.3150  -10.4706  11.8798
C  -11.0149  -11.3632  10.8412
C  -9.9814  -13.2802  8.5277
C  -9.8130  -12.4796  7.3817
C  -8.4841  -12.1844  6.9529
C  -7.3882  -12.6440  7.6324
C  -7.5754  -13.3519  8.8478
C  -8.8561  -13.6389  9.3182
H  -15.0203  -16.0547  6.6673
H  -15.7055  -14.0017  5.3816
H  -14.3502  -11.8996  5.7420
H  -12.6563  -11.7946  7.4921
H  -13.8855  -13.1477  10.9158
H  -14.4986  -11.6337  12.5761
H  -12.7265  -9.8864  13.3615
H  -10.6455  -9.7036  12.1944
H  -10.1258  -11.2974  10.2854
H  -10.6845  -12.1184  6.8738
H  -8.3746  -11.6188  6.0258
H  -6.3905  -12.4315  7.2493
H  -6.7304  -13.7181  9.4121
H  -9.0267  -14.2430  10.1875
C  -4.8138  -17.6030  11.5529
S  -5.6554  -16.9555  10.0433
O  -7.1287  -16.8566  10.4656
C  -5.0072  -15.3313  10.0536
C  -4.3801  -14.9687  8.8833
C  -3.8560  -13.7079  8.7630
C  -4.1146  -12.7890  9.7766
C  -4.6951  -13.1516  10.9970
C  -5.1214  -14.4677  11.1286
H  -5.1045  -16.8614  12.3303
H  -3.7876  -17.7437  11.2886
H  -5.2705  -18.6110  11.7039
H  -4.3719  -15.7308  8.0722
H  -3.3491  -13.3904  7.8860
H  -3.8272  -11.7741  9.5837
H  -4.8768  -12.4060  11.7830
H  -5.6015  -14.7895  12.0364
C  -9.6352  -19.0060  13.9904
N  -8.3428  -18.6697  14.4769
C  -8.1278  -18.6541  15.9208
C  -7.8697  -17.4522  13.8362
C  -8.7725  -16.2653  13.9410
C  -8.6333  -15.3734  15.0270
C  -9.4697  -14.3092  15.1684
C  -10.4422  -14.1125  14.1975
C  -10.6250  -14.9721  13.1818
C  -9.7411  -16.0764  12.9095
H  -9.9952  -19.8736  14.5550
H  -9.6253  -19.2916  12.9214
H  -10.4313  -18.2762  14.1254
H  -8.2208  -19.6740  16.2880
H  -8.8339  -17.9954  16.4511
H  -7.1452  -18.2477  16.0819
H  -7.6621  -17.6370  12.7866
H  -6.9594  -17.1469  14.3306
H  -7.7735  -15.5148  15.6917
H  -9.4736  -13.6568  16.0553
H  -11.0977  -13.2450  14.3383
H  -11.3939  -14.8037  12.4273

3.
Below is C52H55N10NiO as an isolated structure in a non-equilibrium geometry, with properties calculated with wB97M-V/def2-TZVPD.

Max |F| in eV/A: 3.34
Kohn-Sham gap (spin up / spin down) in Eh: 0.161 / 0.162
2S+1: 3
Lowest unoccupied orbital energy (spin up / spin down) in eV: -6.316 / -6.285
Highest occupied orbital energy (spin up / spin down) in eV: -10.69 / -10.69
ΔE to the lowest compared entry with this formula, charge and spin in kJ/mol: 1009.63
Total charge: +1

Atoms and positions in Å:
Ni  -2.9968  -6.0239  -0.7107
C  -1.3177  0.4637  0.2628
C  -0.6731  -0.5914  -0.6319
O  -1.2519  -1.8719  -0.6084
H  -1.1309  0.3176  1.3267
H  -2.4026  0.4660  0.1570
H  -1.0731  1.4842  -0.0319
H  0.3855  -0.5574  -0.3745
H  -0.7152  -0.2595  -1.6693
N  -5.4874  8.0342  -1.1121
C  -6.3284  8.9839  -0.6534
C  -5.8890  10.2237  -0.1855
C  -4.4996  10.5103  -0.2374
C  -3.6098  9.5475  -0.7637
C  -4.1169  8.3284  -1.1641
H  -7.3655  8.6845  -0.6201
H  -6.5982  10.9658  0.1502
H  -4.0662  11.4224  0.1457
H  -2.5378  9.6791  -0.7596
H  -3.4885  7.5665  -1.6012
N  -4.3207  -5.6597  3.6377
C  -4.9426  -6.6731  4.3647
C  -5.2873  -6.5893  5.7146
C  -4.9828  -5.4581  6.4309
C  -4.2062  -4.5181  5.8231
C  -3.9504  -4.6111  4.4610
H  -5.1813  -7.6021  3.8683
H  -5.7370  -7.4496  6.1880
H  -5.2535  -5.2970  7.4640
H  -3.9176  -3.6900  6.4535
H  -3.3899  -3.8218  3.9821
N  -4.6075  6.9830  6.8301
C  -4.0614  6.7289  5.5899
C  -3.6648  5.4488  5.2187
C  -3.8379  4.3797  6.0758
C  -4.5111  4.5839  7.2892
C  -4.9174  5.9058  7.5734
H  -3.9733  7.6014  4.9595
H  -3.1874  5.2567  4.2691
H  -3.5277  3.3821  5.8018
H  -4.8096  3.8092  7.9799
H  -5.4271  6.1068  8.5041
N  4.4044  -1.4540  5.3749
C  4.1489  -1.7848  4.0735
C  5.1105  -2.3580  3.2155
C  6.3853  -2.5676  3.7092
C  6.6435  -2.3491  5.0333
C  5.6356  -1.7661  5.8335
H  3.1186  -1.5838  3.8195
H  4.8825  -2.5945  2.1867
H  7.1918  -2.7773  3.0221
H  7.6620  -2.4394  5.3812
H  5.8224  -1.4557  6.8509
N  -6.5659  -4.1233  -2.5360
C  -6.5492  -3.7321  -3.8815
C  -7.6056  -3.1642  -4.5278
C  -8.7359  -2.9401  -3.7905
C  -8.8862  -3.3333  -2.4679
C  -7.7931  -3.9369  -1.8969
H  -5.6444  -3.9646  -4.4235
H  -7.5583  -2.9282  -5.5806
H  -9.5977  -2.5476  -4.3099
H  -9.7403  -3.1364  -1.8369
H  -7.7781  -4.3114  -0.8840
N  0.4887  -8.0925  1.2024
C  0.4668  -9.3225  1.8659
C  1.5291  -10.0061  2.3732
C  2.7973  -9.4634  2.2394
C  2.9414  -8.2800  1.5649
C  1.7836  -7.6598  1.0466
H  -0.4615  -9.8596  1.9933
H  1.4455  -10.9478  2.8953
H  3.6089  -9.9584  2.7518
H  3.9076  -7.8037  1.4877
H  1.9379  -6.7095  0.5572
N  7.6974  -4.6324  -6.3733
C  8.0665  -4.8654  -5.0555
C  7.1708  -4.6389  -4.0080
C  5.9190  -4.0517  -4.2929
C  5.5748  -3.8062  -5.6069
C  6.5271  -3.9939  -6.6043
H  9.0311  -5.3177  -4.8784
H  7.5803  -4.8490  -3.0310
H  5.1558  -3.7600  -3.5867
H  4.6968  -3.2203  -5.8356
H  6.3491  -3.6750  -7.6207
N  5.9599  4.0380  -4.9443
C  5.8569  4.9514  -3.9379
C  5.2198  4.7090  -2.7234
C  4.5878  3.4545  -2.5627
C  4.6750  2.5438  -3.6241
C  5.3650  2.8672  -4.7620
H  6.2873  5.9359  -4.0471
H  5.2352  5.5337  -2.0263
H  4.1116  3.1753  -1.6344
H  4.2356  1.5574  -3.6051
H  5.4026  2.1719  -5.5875
N  3.5021  7.7347  4.9534
C  3.4408  6.4830  5.4557
C  2.8843  5.4128  4.7641
C  2.3431  5.6902  3.4660
C  2.4267  6.9510  2.9637
C  3.0437  7.9784  3.7004
H  3.9462  6.3796  6.4045
H  2.9131  4.3955  5.1256
H  1.9420  4.9101  2.8360
H  2.0061  7.1015  1.9804
H  2.9355  8.9557  3.2538
N  0.6734  -1.7420  -9.8157
C  1.5800  -0.7450  -10.0620
C  1.5271  0.4970  -9.4261
C  0.4580  0.7474  -8.6126
C  -0.5529  -0.1537  -8.3921
C  -0.3932  -1.4059  -8.9811
H  2.3688  -1.0265  -10.7439
H  2.2332  1.2574  -9.7254
H  0.3559  1.6904  -8.0961
H  -1.2901  0.0404  -7.6271
H  -1.1879  -2.1181  -8.8145

4.
Below is C52H55N3O4SbSiTi as an isolated structure in a non-equilibrium geometry, with properties calculated with wB97M-V/def2-TZVPD.

Max |F| in eV/A: 1.75
Kohn-Sham gap (spin up / spin down) in Eh: 0.168 / 0.168
Lowest unoccupied orbital energy (spin up / spin down) in eV: 2.456 / 2.456
Highest occupied orbital energy (spin up / spin down) in eV: -2.12 / -2.12
ΔE to the lowest compared entry with this formula, charge and spin in kJ/mol: 0.00
Total charge: -1

Atoms and positions in Å:
Ti  -0.7513  0.2681  -0.5984
C  -3.5195  -2.1663  -4.9183
C  -4.2719  -2.5477  -3.6714
C  -5.5260  -3.1396  -3.7567
C  -6.1970  -3.4541  -2.5846
C  -5.5984  -3.1528  -1.3715
C  -4.3374  -2.5649  -1.3656
N  -3.6847  -2.2819  -2.5021
Sb  -3.5040  -1.8791  0.5237
C  -1.6134  -2.7248  -0.1636
C  -1.3504  -4.0435  0.1799
C  -0.4140  -4.7636  -0.5464
C  0.1829  -4.1589  -1.6412
C  -0.0974  -2.8268  -1.9174
C  0.4350  -2.1835  -3.1587
N  -0.9253  -2.1098  -1.1391
C  -3.3934  0.1461  0.0673
C  -4.4404  0.9226  0.6190
C  -4.9449  2.0016  -0.0477
C  -4.4964  2.1932  -1.3871
C  -3.4309  1.5128  -1.8708
C  -2.9554  1.6056  -3.2850
N  -2.6917  0.6558  -1.0489
H  -3.3502  -3.0311  -5.5628
H  -2.5634  -1.7337  -4.6372
H  -4.0772  -1.4277  -5.4975
H  -5.9630  -3.3451  -4.7261
H  -7.1745  -3.9205  -2.6181
H  -6.1035  -3.3644  -0.4381
H  -1.9008  -4.5052  0.9922
H  -0.1813  -5.7896  -0.2878
H  0.8785  -4.6948  -2.2733
H  1.3243  -2.6980  -3.5202
H  0.6778  -1.1394  -2.9768
H  -0.3390  -2.2408  -3.9252
H  -4.8954  0.5926  1.5522
H  -5.7566  2.5910  0.3574
H  -5.0065  2.8925  -2.0410
H  -3.1979  2.5687  -3.7367
H  -3.3931  0.8116  -3.8971
H  -1.8706  1.4788  -3.3171
C  3.2212  -1.1270  3.9706
C  3.4764  -0.0476  2.9239
C  4.8307  0.6117  3.1503
O  3.4438  -0.6100  1.6286
C  2.1736  -0.3764  1.0312
C  1.5896  0.7998  1.8301
O  2.4765  0.9599  2.9363
C  0.1140  0.5920  2.3080
O  -0.6236  0.1119  1.2244
C  0.0364  -0.4383  3.4349
C  0.2557  -0.0764  4.7607
C  0.1900  -1.0239  5.7687
C  -0.0944  -2.3475  5.4675
C  -0.3273  -2.7131  4.1508
C  -0.2699  -1.7650  3.1422
C  -0.5160  1.8925  2.7955
C  -1.9078  1.9371  2.8433
C  -2.5622  3.0590  3.3195
C  -1.8326  4.1526  3.7618
C  -0.4487  4.1140  3.7171
C  0.2127  2.9887  3.2386
C  2.3356  -0.1950  -0.5128
O  1.0766  -0.0913  -1.0820
C  3.0044  -1.4577  -1.1056
C  3.5233  -1.3979  -2.3984
C  4.0818  -2.5118  -3.0027
C  4.1415  -3.7188  -2.3227
C  3.6343  -3.7920  -1.0362
C  3.0727  -2.6756  -0.4342
C  3.1990  1.0135  -0.9310
C  2.7352  1.8159  -1.9684
C  3.4932  2.8652  -2.4626
C  4.7372  3.1416  -1.9219
C  5.2225  2.3363  -0.9016
C  4.4730  1.2704  -0.4261
H  4.0833  -1.7944  4.0097
H  2.3361  -1.7086  3.7227
H  3.0775  -0.6753  4.9512
H  5.6277  -0.0861  2.8936
H  4.9372  0.8918  4.1982
H  4.9118  1.5049  2.5352
H  1.5252  -1.2495  1.1725
H  1.6086  1.7152  1.2308
H  0.4775  0.9543  5.0027
H  0.3612  -0.7258  6.7958
H  -0.1474  -3.0863  6.2575
H  -0.5665  -3.7404  3.9036
H  -0.4717  -2.0481  2.1178
H  -2.4711  1.0952  2.4655
H  -3.6445  3.0863  3.3187
H  -2.3423  5.0380  4.1213
H  0.1295  4.9683  4.0473
H  1.2956  2.9769  3.2165
H  3.4887  -0.4631  -2.9424
H  4.4756  -2.4331  -4.0090
H  4.5852  -4.5903  -2.7886
H  3.6734  -4.7257  -0.4882
H  2.6964  -2.7737  0.5731
H  1.7549  1.6167  -2.3746
H  3.0967  3.4772  -3.2633
H  5.3267  3.9700  -2.2953
H  6.2033  2.5254  -0.4806
H  4.8923  0.6187  0.3198
C  -0.0443  3.4356  -2.7020
Si  -0.2816  2.9247  -0.8409
C  1.1679  3.8616  0.0187
C  -1.7370  4.0248  -0.2788
H  0.8608  4.0385  -2.8147
H  -0.8915  4.0503  -3.0151
H  0.0302  2.6082  -3.4101
H  1.3383  4.7741  -0.5625
H  2.1243  3.3504  0.1034
H  0.8518  4.1706  1.0184
H  -1.4003  5.0648  -0.2082
H  -2.1176  3.7266  0.6967
H  -2.5721  3.9803  -0.9765

Question: Among the records above, which one has the lowest max |F|?
Answer: C52H55N3O4SbSiTi